The following is a quantum chemistry calculation of C5H10O2P2 in the gas phase in a non-equilibrium geometry, from the Open Molecules 2025 dataset.

Geometry as ORCA input:
```
! RIJCOSX wB97M-V def2-TZVPD def2/J DEFGRID3
* xyz 0 1
H -1.59 -1.78 2.21
O -0.11 0.30 -0.10
C -1.07 -1.43 1.27
H 1.45 2.75 -1.59
C 0.67 1.48 -0.09
C -0.75 -0.13 1.10
H -1.58 -3.17 0.09
H 1.63 1.32 0.53
H 0.18 1.67 -2.20
H -3.84 2.28 -0.01
P -2.16 1.91 1.67
H 1.63 0.79 -1.96
H -0.54 -2.01 -0.68
P -2.88 1.29 -0.08
H 0.22 -3.00 0.48
C 1.08 1.68 -1.60
C -0.69 -2.52 0.23
H 0.19 2.27 0.45
O -0.96 0.82 2.03
*
```

Results
E_HOMO in eV: -8.7
Electronic energy in a.u.: -1029.61996
Molecular weight in g/mol: 164.08
Orbital gap in eV: 8.2
Energy relative to the best compared isomer or geometry (same formula, charge and spin) in kJ/mol: 94.87

Mulliken atomic charge list, values in e, 5 entries: H 0.329; O -0.214; C -0.231; H 0.334; C -0.273

=====

The following is a quantum chemistry calculation of a molecular structure, C11H31Ag2N2O4 in a non-equilibrium geometry, from the Open Molecules 2025 dataset.

Geometry as ORCA input:
```
! RIJCOSX wB97M-V def2-TZVPD def2/J DEFGRID3
* xyz 3 3
C 8.88 10.64 -8.37
H 1.25 9.02 -11.47
H 8.53 13.12 -6.77
C 3.21 9.31 -13.14
C 2.10 12.85 -7.33
H 3.59 10.00 -8.20
H 9.65 9.19 -6.61
H 1.93 9.97 -16.18
H 2.55 7.21 -13.38
Ag 6.73 9.37 -5.59
O 6.97 11.70 -6.26
O 2.24 11.59 -6.77
H 1.81 12.12 -9.30
O 5.19 9.02 -7.43
H 6.46 13.04 -4.88
H 7.91 10.18 -8.57
H 9.70 9.93 -8.50
H 2.11 8.30 -15.53
N 9.03 9.80 -6.10
H 9.05 11.57 -8.90
H 4.38 9.12 -9.35
C 9.07 11.09 -6.88
H 3.29 7.97 -10.73
H 0.57 8.57 -12.96
C 8.33 12.20 -6.22
C 2.57 7.98 -12.61
H 10.14 11.27 -6.78
Ag 4.42 6.89 -6.87
C 4.61 9.74 -8.49
H 0.26 12.57 -8.47
H 3.10 13.27 -7.41
C 1.18 8.17 -12.15
H 3.41 10.04 -12.35
H 1.35 13.81 -9.02
H 5.12 12.46 -5.72
H 6.17 13.59 -6.60
O 2.33 9.90 -14.12
H 8.69 12.44 -5.22
C 2.48 9.32 -15.50
H 5.16 10.56 -8.97
H 9.50 9.79 -5.21
H 2.86 11.08 -7.31
H 1.61 13.53 -6.63
C 1.31 12.80 -8.61
H 3.47 9.43 -15.95
H 0.71 7.26 -11.77
H 4.12 9.08 -13.69
N 3.42 7.39 -11.54
H 3.04 6.49 -11.31
C 6.15 12.77 -5.89
*
```

Results
E_HOMO (alpha / beta) in eV: -17.5 / -17.5
Electronic energy in a.u.: -1140.78787
Molecular weight in g/mol: 471.12
Orbital gap (alpha / beta) in eV: 6.3 / 4.4

Mulliken atomic charge list, values in e, 5 entries: C -1.123; H 0.327; H 0.407; C -0.386; C -0.253